Entry 1:
Here is a molecular structure, C11H4N4S3Yb at a distorted geometry from OMol25. Energies are from ωB97M-V with the def2-TZVPD basis set.

Output
Electronic energy in hartree: -2993.782576
Orbital gap (alpha / beta) in eV: 5.411 / 5.413

XYZ file:
```
23
C11H4N4S3Yb ωB97M-V with the def2-TZVPD basis set
Yb -1.773 1.428 -1.106
S -2.757 -0.910 -1.330
C -1.965 -1.068 0.236
S -1.678 0.378 1.189
C -1.568 -2.296 0.695
C -1.698 -3.453 -0.095
N -1.737 -4.393 -0.752
C -0.913 -2.435 1.933
N -0.347 -2.548 2.925
N 3.160 2.874 1.896
C 2.635 2.123 1.211
C 1.967 1.214 0.351
C 2.174 -0.167 0.458
C 1.503 -0.989 -0.438
C 0.660 -0.432 -1.382
N 0.438 0.903 -1.489
C 1.102 1.702 -0.623
H 2.830 -0.566 1.215
H 1.615 -2.061 -0.392
H 0.156 -1.057 -2.118
H 0.974 2.780 -0.749
S -2.585 5.226 -0.694
C -2.192 3.749 -0.940
```

Entry 2:
Here is 6 unconnected molecules or ions with the total composition C35H36N5O13PS at a distorted geometry from OMol25. Energies are from ωB97M-V with the def2-TZVPD basis set.

Output
Electronic energy in hartree: -3346.249223
Orbital gap in eV: 7.478

XYZ file:
```
91
C35H36N5O13PS ωB97M-V with the def2-TZVPD basis set
C 7.042 -1.441 1.007
C 6.073 -1.237 2.275
C 4.510 -1.025 1.865
C 4.385 0.564 1.513
O 4.097 -1.885 0.767
C 2.703 -1.945 0.636
O 2.241 -2.856 -0.106
O 1.785 -1.045 1.218
P 0.321 -1.812 1.691
S 0.550 -3.516 2.603
H 7.386 -0.422 0.593
H 6.582 -2.061 0.165
H 8.002 -1.948 1.392
H 6.379 -0.225 2.740
H 6.211 -2.009 3.101
H 3.927 -1.278 2.826
H 3.875 1.038 2.412
H 3.651 0.608 0.625
H 5.396 1.008 1.248
H -0.599 -1.867 0.580
H -0.295 -0.923 2.645
C -4.194 2.706 -0.798
C -4.471 1.350 -0.650
C -3.757 0.590 0.268
C -2.768 1.200 1.039
C -2.480 2.556 0.890
C -3.198 3.307 -0.033
N -2.031 0.410 2.024
O -2.298 -0.784 2.116
O -1.194 0.984 2.706
H -4.757 3.298 -1.512
H -5.247 0.887 -1.250
H -3.982 -0.465 0.374
H -1.709 3.036 1.483
H -2.985 4.364 -0.154
C -5.580 8.981 0.532
C -5.889 7.817 1.230
C -6.236 6.662 0.539
C -6.266 6.682 -0.854
C -5.965 7.845 -1.559
C -5.622 8.997 -0.859
N -6.606 5.461 -1.587
O -6.882 4.464 -0.935
O -6.590 5.505 -2.808
H -5.304 9.880 1.075
H -5.857 7.811 2.314
H -6.475 5.762 1.094
H -5.990 7.870 -2.643
H -5.383 9.908 -1.398
C 2.938 -4.217 -3.822
C 2.925 -5.055 -4.933
C 1.933 -6.020 -5.066
C 0.955 -6.134 -4.080
C 0.968 -5.304 -2.961
C 1.965 -4.343 -2.835
N -0.107 -7.133 -4.228
O -0.075 -7.856 -5.213
O -0.966 -7.183 -3.362
H 3.711 -3.461 -3.724
H 3.687 -4.953 -5.699
H 1.933 -6.666 -5.937
H 0.213 -5.390 -2.187
H 1.983 -3.689 -1.969
C 6.097 -2.575 -5.211
C 6.358 -2.993 -3.909
C 7.189 -2.239 -3.089
C 7.750 -1.063 -3.581
C 7.500 -0.643 -4.886
C 6.669 -1.405 -5.700
N 8.606 -0.253 -2.712
O 8.818 -0.665 -1.581
O 9.057 0.787 -3.166
H 5.443 -3.164 -5.847
H 5.911 -3.907 -3.533
H 7.384 -2.575 -2.077
H 7.937 0.269 -5.277
H 6.465 -1.085 -6.716
C -5.422 -2.122 5.338
C -6.555 -1.644 5.990
C -6.653 -0.296 6.318
C -5.612 0.566 5.982
C -4.472 0.093 5.336
C -4.381 -1.257 5.015
N -5.722 1.991 6.302
O -6.727 2.368 6.885
O -4.804 2.724 5.963
H -5.351 -3.174 5.079
H -7.363 -2.323 6.241
H -7.541 0.064 6.826
H -3.655 0.757 5.076
H -3.499 -1.635 4.509
```

Look up the electronic energy of the second one.
-3346.249223 hartree

Look up the electronic energy of the second one.
-3346.249223 hartree

What did the second record say?
Here is 6 unconnected molecules or ions with the total composition C35H36N5O13PS at a distorted geometry from OMol25. Energies are from ωB97M-V with the def2-TZVPD basis set.

Output
Electronic energy in hartree: -3346.249223
Orbital gap in eV: 7.478

XYZ file:
```
91
C35H36N5O13PS ωB97M-V with the def2-TZVPD basis set
C 7.042 -1.441 1.007
C 6.073 -1.237 2.275
C 4.510 -1.025 1.865
C 4.385 0.564 1.513
O 4.097 -1.885 0.767
C 2.703 -1.945 0.636
O 2.241 -2.856 -0.106
O 1.785 -1.045 1.218
P 0.321 -1.812 1.691
S 0.550 -3.516 2.603
H 7.386 -0.422 0.593
H 6.582 -2.061 0.165
H 8.002 -1.948 1.392
H 6.379 -0.225 2.740
H 6.211 -2.009 3.101
H 3.927 -1.278 2.826
H 3.875 1.038 2.412
H 3.651 0.608 0.625
H 5.396 1.008 1.248
H -0.599 -1.867 0.580
H -0.295 -0.923 2.645
C -4.194 2.706 -0.798
C -4.471 1.350 -0.650
C -3.757 0.590 0.268
C -2.768 1.200 1.039
C -2.480 2.556 0.890
C -3.198 3.307 -0.033
N -2.031 0.410 2.024
O -2.298 -0.784 2.116
O -1.194 0.984 2.706
H -4.757 3.298 -1.512
H -5.247 0.887 -1.250
H -3.982 -0.465 0.374
H -1.709 3.036 1.483
H -2.985 4.364 -0.154
C -5.580 8.981 0.532
C -5.889 7.817 1.230
C -6.236 6.662 0.539
C -6.266 6.682 -0.854
C -5.965 7.845 -1.559
C -5.622 8.997 -0.859
N -6.606 5.461 -1.587
O -6.882 4.464 -0.935
O -6.590 5.505 -2.808
H -5.304 9.880 1.075
H -5.857 7.811 2.314
H -6.475 5.762 1.094
H -5.990 7.870 -2.643
H -5.383 9.908 -1.398
C 2.938 -4.217 -3.822
C 2.925 -5.055 -4.933
C 1.933 -6.020 -5.066
C 0.955 -6.134 -4.080
C 0.968 -5.304 -2.961
C 1.965 -4.343 -2.835
N -0.107 -7.133 -4.228
O -0.075 -7.856 -5.213
O -0.966 -7.183 -3.362
H 3.711 -3.461 -3.724
H 3.687 -4.953 -5.699
H 1.933 -6.666 -5.937
H 0.213 -5.390 -2.187
H 1.983 -3.689 -1.969
C 6.097 -2.575 -5.211
C 6.358 -2.993 -3.909
C 7.189 -2.239 -3.089
C 7.750 -1.063 -3.581
C 7.500 -0.643 -4.886
C 6.669 -1.405 -5.700
N 8.606 -0.253 -2.712
O 8.818 -0.665 -1.581
O 9.057 0.787 -3.166
H 5.443 -3.164 -5.847
H 5.911 -3.907 -3.533
H 7.384 -2.575 -2.077
H 7.937 0.269 -5.277
H 6.465 -1.085 -6.716
C -5.422 -2.122 5.338
C -6.555 -1.644 5.990
C -6.653 -0.296 6.318
C -5.612 0.566 5.982
C -4.472 0.093 5.336
C -4.381 -1.257 5.015
N -5.722 1.991 6.302
O -6.727 2.368 6.885
O -4.804 2.724 5.963
H -5.351 -3.174 5.079
H -7.363 -2.323 6.241
H -7.541 0.064 6.826
H -3.655 0.757 5.076
H -3.499 -1.635 4.509
```

Which value of electronic energy does entry 2 give?
-3346.249223 hartree